(w)
{"formula": "C25H72N6O13", "method": "the ωB97M-V functional and the def2-TZVPD basis", "molar_mass_da": 664.88, "lumo_energy_ha": 0.00037, "symbols": ["C", "O", "N", "N", "H", "H", "H", "H", "C", "O", "C", "C", "N", "C", "C", "O", "C", "H", "H", "H", "H", "H", "H", "H", "H", "H", "H", "H", "H", "H", "H", "H", "C", "O", "C", "C", "N", "C", "C", "O", "C", "H", "H", "H", "H", "H", "H", "H", "H", "H", "H", "H", "H", "H", "H", "H", "C", "O", "C", "C", "N", "C", "C", "O", "C", "H", "H", "H", "H", "H", "H", "H", "H", "H", "H", "H", "H", "H", "H", "H", "C", "O", "C", "C", "N", "C", "C", "O", "C", "H", "H", "H", "H", "H", "H", "H", "H", "H", "H", "H", "H", "H", "H", "H", "O", "H", "H", "O", "H", "H", "O", "H", "H", "O", "H", "H"], "coordinates": [[1.45703, 0.07206, -0.75774], [0.94736, 1.05250, -0.24812], [1.37531, -0.35598, -2.02211], [2.30831, -0.70935, -0.27979], [2.04197, -1.07647, -2.25989], [0.84573, 0.15132, -2.71659], [2.80683, -0.45985, 0.56243], [2.67733, -1.41763, -0.89806], [6.09332, 3.26523, 2.85174], [5.55674, 2.13567, 3.47811], [4.14187, 1.98921, 3.29289], [3.77422, 0.68008, 3.99004], [4.51572, -0.43006, 3.39621], [4.21231, -1.70056, 4.06400], [5.17851, -2.74897, 3.60495], [6.53720, -2.45481, 4.06680], [7.36168, -3.61232, 4.12160], [5.96399, 3.39182, 1.77686], [7.15415, 3.01758, 2.88936], [5.79083, 4.20975, 3.30395], [3.84777, 2.01560, 2.24365], [3.53984, 2.77927, 3.74175], [2.69481, 0.52854, 3.99490], [3.96471, 0.70742, 5.06291], [5.51653, -0.33628, 3.49460], [3.19810, -2.06009, 3.89012], [4.33439, -1.43239, 5.11342], [5.27233, -2.75869, 2.51904], [4.89254, -3.74363, 3.94695], [8.38714, -3.46840, 4.46190], [7.32350, -4.17666, 3.18984], [6.98068, -4.23778, 4.92892], [9.31214, -5.22695, -2.43380], [9.60972, -3.87989, -1.99037], [9.59097, -3.72109, -0.57646], [10.23325, -2.35545, -0.40705], [9.50394, -1.24441, -1.09306], [8.18819, -1.01759, -0.61847], [7.40988, 0.20940, -1.13110], [6.72428, -0.04041, -2.35939], [5.88530, 1.06303, -2.74920], [9.32730, -5.25269, -3.52339], [8.27148, -5.41854, -2.17224], [9.84391, -6.06138, -1.97658], [10.06145, -4.52504, -0.01039], [8.57446, -3.80819, -0.19277], [11.20688, -2.41617, -0.89333], [10.36214, -2.13163, 0.65191], [10.02835, -0.45670, -1.44610], [8.29128, -0.77526, 0.43924], [7.58998, -1.92704, -0.67446], [8.15736, 1.00274, -1.13403], [6.69710, 0.53108, -0.37178], [5.26308, 0.64820, -3.54222], [6.42870, 1.90501, -3.17801], [5.25740, 1.32714, -1.89826], [-2.97929, -3.48416, -1.22584], [-4.23135, -4.02910, -1.04926], [-5.34552, -3.11558, -1.16998], [-6.58532, -3.82179, -0.67232], [-7.65304, -2.85614, -0.38760], [-8.99939, -3.49781, -0.31034], [-9.89948, -2.39183, 0.39531], [-9.54254, -2.19040, 1.77810], [-10.58498, -2.56339, 2.73189], [-2.85393, -3.13025, -2.24914], [-2.27751, -4.30493, -1.07775], [-2.67780, -2.80027, -0.43244], [-5.50699, -2.91531, -2.22919], [-5.06220, -2.22044, -0.61630], [-6.40591, -4.47575, 0.18106], [-6.91836, -4.56718, -1.39452], [-7.47796, -2.47191, 0.52991], [-8.91433, -4.37882, 0.32580], [-9.51496, -3.74701, -1.23781], [-10.94478, -2.64147, 0.21333], [-9.77938, -1.38060, 0.00659], [-11.43189, -1.87760, 2.70947], [-10.05654, -2.63397, 3.68262], [-10.99623, -3.57197, 2.68996], [-4.11884, 4.10817, -1.38974], [-5.41467, 4.63572, -1.09660], [-5.46324, 5.44342, 0.08941], [-6.84837, 5.88932, 0.40037], [-7.63075, 4.67240, 0.67573], [-8.83664, 5.10754, 1.36111], [-9.99335, 4.11790, 0.90092], [-10.27534, 4.41183, -0.42541], [-11.46040, 3.81007, -0.97097], [-4.02550, 3.43873, -2.24486], [-3.75862, 3.57757, -0.50837], [-3.36172, 4.87796, -1.53903], [-4.84299, 6.33945, 0.11177], [-5.10943, 4.83632, 0.92269], [-7.29586, 6.40873, -0.44702], [-6.88198, 6.58547, 1.23843], [-8.08968, 4.34950, -0.16405], [-9.20763, 6.08838, 1.06378], [-8.68415, 5.09542, 2.44033], [-10.88199, 4.35655, 1.48527], [-9.82192, 3.06112, 1.10566], [-11.66538, 2.82855, -0.54351], [-11.21940, 3.66021, -2.02337], [-12.31363, 4.45664, -0.76594], [0.78576, 4.59695, -4.74744], [0.52377, 4.99813, -5.57607], [0.40425, 3.71948, -4.77440], [0.68477, 0.48982, -6.01129], [1.57558, 0.29167, -6.30014], [0.18758, -0.30511, -6.20399], [2.06997, 5.02600, -1.03501], [1.93812, 5.02812, -1.98308], [1.84577, 4.13590, -0.76352], [3.58692, -3.21564, -2.73617], [4.51020, -3.18285, -2.98663], [3.21717, -3.91603, -3.27374]]}

(x)
{"formula": "C25H72N6O13", "method": "the ωB97M-V functional and the def2-TZVPD basis", "molar_mass_da": 664.88, "lumo_energy_ha": 0.00456, "symbols": ["C", "O", "N", "N", "H", "H", "H", "H", "C", "C", "C", "O", "C", "N", "H", "H", "H", "H", "H", "H", "H", "H", "H", "H", "H", "C", "C", "C", "O", "C", "N", "H", "H", "H", "H", "H", "H", "H", "H", "H", "H", "H", "C", "C", "C", "O", "C", "N", "H", "H", "H", "H", "H", "H", "H", "H", "H", "H", "H", "C", "C", "C", "O", "C", "N", "H", "H", "H", "H", "H", "H", "H", "H", "H", "H", "H", "C", "C", "O", "O", "H", "H", "H", "H", "H", "H", "C", "C", "O", "O", "H", "H", "H", "H", "H", "H", "C", "C", "O", "O", "H", "H", "H", "H", "H", "H", "C", "C", "O", "O", "H", "H", "H", "H", "H", "H"], "coordinates": [[-1.92052, -0.90113, 3.77834], [-1.14116, -1.80574, 3.83991], [-3.26689, -1.11330, 3.56558], [-1.53966, 0.40267, 3.86834], [-4.05803, -0.46530, 3.44577], [-3.48411, -2.08849, 3.50255], [-1.96496, 0.94461, 3.12177], [-0.54539, 0.48912, 3.96573], [3.91423, -0.09789, 1.34954], [4.39833, -0.34329, -0.09645], [5.68892, 0.32046, -0.39210], [5.51798, 1.73784, -0.64765], [6.85657, 2.36761, -0.59854], [4.59022, -1.79914, -0.35648], [4.17790, 0.84912, 1.77892], [4.37353, -0.83797, 2.02047], [2.85984, -0.25736, 1.46162], [3.67808, 0.09739, -0.78562], [6.16828, -0.17016, -1.20306], [6.35063, 0.20226, 0.44651], [7.44610, 1.86505, -1.36937], [7.31655, 2.21055, 0.36013], [6.79157, 3.42642, -0.76248], [3.76053, -2.35343, -0.12231], [4.65020, -1.96532, -1.35243], [3.30369, 4.14616, -1.97782], [3.41605, 3.60815, -3.39615], [4.81440, 3.05470, -3.65359], [5.81275, 3.92336, -3.15536], [6.14185, 5.01627, -4.02944], [2.41230, 2.60449, -3.69213], [3.29048, 3.27622, -1.26032], [2.27234, 4.55559, -1.82495], [4.01026, 4.88429, -1.67606], [3.21694, 4.39434, -4.12411], [4.98357, 2.88012, -4.70196], [4.83179, 2.07749, -3.11895], [7.13047, 5.35797, -3.67616], [5.47084, 5.86230, -3.91026], [6.21584, 4.65512, -5.09469], [1.49594, 2.97063, -3.46201], [2.61994, 1.81673, -3.05433], [-1.08256, -1.08376, -0.40253], [-0.27988, 0.19651, -0.68962], [0.15498, 0.85303, 0.59707], [1.16786, 1.79710, 0.29456], [1.74318, 2.41776, 1.45074], [0.88514, -0.30827, -1.45840], [-1.96549, -1.01342, 0.18100], [-0.30853, -1.72005, 0.11213], [-1.27202, -1.63844, -1.30415], [-0.87911, 0.96102, -1.26993], [0.57342, 0.09526, 1.28624], [-0.74329, 1.32771, 1.07640], [2.29179, 1.69055, 2.02972], [0.88297, 2.84338, 1.98810], [2.39967, 3.16274, 1.08307], [1.31730, -0.98954, -0.84331], [1.48146, 0.51947, -1.41511], [-4.50562, -2.06959, -0.69976], [-5.85472, -2.72390, -0.29382], [-5.65209, -4.06361, 0.38559], [-4.83029, -3.88829, 1.55695], [-4.92047, -4.88074, 2.53966], [-6.79816, -1.90527, 0.50201], [-3.81028, -2.75541, -1.25603], [-3.90872, -1.76899, 0.12686], [-4.69080, -1.15582, -1.26973], [-6.33416, -2.93815, -1.23702], [-5.14169, -4.76207, -0.31081], [-6.61144, -4.57561, 0.57456], [-4.71273, -5.93004, 2.16994], [-5.86845, -4.79136, 3.08587], [-4.14578, -4.62814, 3.28056], [-6.71569, -0.93592, 0.19165], [-6.39157, -1.88163, 1.41130], [1.60644, -4.30645, -1.48267], [1.50629, -3.71706, -2.87563], [0.36970, -2.84986, -3.11902], [1.68011, -3.31767, -0.48822], [2.43784, -5.03481, -1.55219], [0.67168, -4.84924, -1.28452], [1.32291, -4.58111, -3.54428], [2.41319, -3.25339, -3.24741], [0.47316, -1.96893, -2.73199], [1.14525, -3.45960, 0.28917], [-2.34449, 4.76619, 1.42665], [-1.23963, 4.69060, 0.50853], [-0.79996, 6.03856, 0.21979], [-3.28869, 5.65547, 0.92706], [-1.96327, 5.16058, 2.42225], [-2.81940, 3.77057, 1.60444], [-1.45730, 4.18990, -0.45993], [-0.44441, 4.17752, 1.06070], [-1.60542, 6.54119, 0.31044], [-3.82798, 6.05142, 1.63405], [-5.16375, 2.63297, 0.23036], [-4.04500, 1.66498, 0.00261], [-4.01477, 0.68602, 0.97520], [-6.35841, 1.95292, -0.14258], [-4.85208, 3.61986, -0.24064], [-5.19773, 2.87530, 1.32748], [-3.07308, 2.08933, 0.01436], [-4.09839, 1.29852, -1.03110], [-4.77301, 0.12231, 0.75745], [-7.08868, 2.34694, 0.36343], [-0.72504, -4.71477, 2.39399], [-0.36121, -6.04908, 1.74800], [0.52982, -6.77303, 2.47626], [0.22790, -3.70212, 2.08045], [-0.81092, -4.92182, 3.47259], [-1.72545, -4.47378, 2.03219], [-0.01701, -5.85589, 0.69728], [-1.27203, -6.65265, 1.62582], [1.33299, -6.22162, 2.58424], [0.11740, -2.88332, 2.53128]]}

So which one is most stable? That would be (x), about 419.6 kJ/mol below the next structure.

(w)
{"formula": "C5H10N2S", "method": "the ωB97M-V functional and the def2-TZVPD basis", "molar_mass_da": 130.22, "lumo_energy_ha": 0.02715, "symbols": ["C", "C", "C", "C", "C", "H", "H", "H", "H", "H", "H", "H", "H", "H", "H", "N", "N", "S"], "coordinates": [[-0.05372, 2.32759, 0.05713], [0.46223, 0.93758, -0.09833], [0.55866, -1.28731, -0.85413], [-0.34642, -0.31902, -0.04454], [-0.53080, -0.96897, 1.37529], [-0.10534, 2.60791, 1.09780], [-1.08993, 2.41724, -0.31538], [0.58322, 3.03216, -0.47304], [2.64901, -0.87360, -1.16602], [0.55604, -2.31832, -0.51247], [0.24456, -1.26368, -1.90843], [0.42793, -1.19263, 1.83772], [-1.05840, -1.90717, 1.22456], [-1.14757, -0.33216, 2.00133], [-2.72329, -0.99519, -0.37290], [1.68964, 0.75091, -0.44827], [1.87582, -0.66360, -0.53979], [-1.99163, 0.04824, -0.86054]]}

(x)
{"formula": "C5H10N2S", "method": "the ωB97M-V functional and the def2-TZVPD basis", "molar_mass_da": 130.22, "lumo_energy_ha": 0.02302, "symbols": ["C", "C", "C", "C", "C", "H", "H", "H", "H", "H", "H", "H", "H", "H", "H", "N", "N", "S"], "coordinates": [[-0.84442, 0.77895, -1.65821], [-1.08084, 0.73162, -0.22140], [-1.23679, -0.77498, 0.30787], [0.09225, -1.56694, -0.18709], [1.34771, 0.21914, 0.85405], [0.18053, 0.47385, -1.65514], [-1.56220, 0.39924, -2.46007], [-0.52888, 1.84857, -2.04130], [-2.17402, 1.11210, -0.05888], [-2.05014, -1.13609, -0.29601], [-1.47691, -0.69579, 1.27650], [0.16311, -1.30430, -1.37530], [-0.18372, -2.67632, 0.09196], [2.62992, 1.69698, 2.07565], [2.85718, -0.06161, 2.39377], [1.31907, -1.13254, 0.62528], [2.36368, 0.50447, 1.72028], [0.18446, 1.58365, 0.60804]]}

So which one is most stable? That would be (w), about 245.8 kJ/mol below the next structure.

(w)
{"formula": "CH4IN", "method": "the ωB97M-V functional and the def2-TZVPD basis", "molar_mass_da": 156.95, "lumo_energy_ha": 0.00474, "symbols": ["C", "N", "I", "H", "H", "H", "H"], "coordinates": [[-0.65349, -0.08396, -0.91153], [0.25857, -0.80378, 0.20559], [1.72761, 0.26787, 1.04718], [-1.65434, -0.38123, -0.40414], [-0.34477, 0.82618, -0.53319], [-0.54665, -0.37956, -1.97098], [1.21307, 0.55448, 2.56708]]}

(x)
{"formula": "CH4IN", "method": "the ωB97M-V functional and the def2-TZVPD basis", "molar_mass_da": 156.95, "lumo_energy_ha": [-0.00690, -0.03536], "symbols": ["C", "N", "I", "H", "H", "H", "H"], "coordinates": [[0.50981, 0.55863, 0.04094], [-0.51077, -0.25256, 0.54520], [-2.30445, 0.01037, -0.28955], [0.55710, 0.62834, -1.01918], [0.39822, 1.63944, 0.27151], [1.52338, 0.07640, 0.10154], [-0.17328, -2.66062, 0.34955]]}

So which one is most stable? That would be (w), about 8.4 kJ/mol below the next structure.